[1]
The following is a quantum chemistry calculation of a structure of composition C17H23N5O5PtS, from OMol25.

Cartesian coordinates (Å):
Pt (8.76, 6.68, 11.37)
O (5.03, 8.31, 12.09)
C (6.00, 7.59, 12.19)
O (6.84, 7.37, 11.19)
C (6.34, 7.01, 13.57)
C (7.49, 7.77, 14.27)
C (7.45, 7.58, 15.79)
C (7.93, 6.12, 15.93)
C (8.19, 5.71, 14.45)
O (8.65, 6.98, 13.88)
C (6.85, 5.49, 13.70)
C (6.89, 4.65, 12.45)
O (5.96, 3.97, 12.08)
O (8.05, 4.68, 11.78)
H (5.41, 7.13, 14.13)
H (7.59, 8.79, 13.88)
H (6.46, 7.71, 16.21)
H (8.12, 8.30, 16.24)
H (7.21, 5.48, 16.46)
H (8.89, 6.07, 16.45)
H (8.96, 4.96, 14.27)
H (6.12, 4.95, 14.33)
C (6.75, 9.24, 6.22)
C (8.15, 8.63, 6.23)
C (8.20, 7.52, 7.24)
N (8.80, 7.52, 8.39)
N (8.57, 6.38, 9.10)
C (7.66, 5.57, 8.59)
N (7.21, 4.44, 9.15)
S (7.22, 6.10, 7.00)
H (6.66, 10.14, 5.62)
H (6.49, 9.49, 7.26)
H (6.00, 8.52, 5.83)
H (8.94, 9.38, 6.43)
H (8.42, 8.21, 5.27)
H (7.38, 4.32, 10.16)
H (6.34, 4.05, 8.81)
C (14.09, 8.06, 11.42)
C (12.94, 7.11, 11.54)
C (12.95, 5.73, 11.65)
C (11.61, 5.33, 11.64)
N (10.82, 6.39, 11.50)
N (11.65, 7.46, 11.48)
C (11.10, 3.93, 11.71)
H (14.97, 7.54, 11.12)
H (14.25, 8.53, 12.39)
H (13.85, 8.83, 10.70)
H (13.79, 5.10, 11.67)
H (11.23, 8.35, 11.43)
H (10.96, 3.61, 12.73)
H (11.77, 3.25, 11.19)
H (10.10, 3.92, 11.25)

Properties
E_tot ... -49771.341 eV
HOMO energy (alpha / beta) ... -7.4 / -8.6 eV
Energy relative to the best compared isomer or geometry (same formula, charge and spin) ... 0.000 eV
Multiplicity ... 3
Frontier orbital gap (alpha / beta) ... 0.2792 / 0.2976 Ha



[2]
The following is a quantum chemistry calculation of a structure of composition C17H23N6STi, from OMol25.

Cartesian coordinates (Å):
Ti (0.62, 0.11, -1.38)
N (3.74, 1.66, 1.26)
C (2.77, 0.93, 0.66)
S (2.98, 0.60, -1.05)
N (1.78, 0.52, 1.42)
N (0.83, -0.17, 0.71)
C (0.06, -0.99, 1.35)
C (0.15, -1.27, 2.80)
C (0.47, -2.55, 3.24)
C (0.56, -2.82, 4.60)
C (0.30, -1.82, 5.52)
C (-0.03, -0.54, 5.09)
C (-0.10, -0.26, 3.74)
C (-0.93, -1.67, 0.50)
C (-1.89, -2.53, 1.01)
C (-2.78, -3.14, 0.15)
C (-2.70, -2.88, -1.21)
C (-1.73, -2.00, -1.65)
N (-0.86, -1.39, -0.82)
H (4.59, 1.84, 0.77)
H (3.73, 1.72, 2.27)
H (0.68, -3.33, 2.52)
H (0.82, -3.82, 4.93)
H (0.36, -2.04, 6.58)
H (-0.22, 0.24, 5.81)
H (-0.33, 0.74, 3.40)
H (-1.93, -2.71, 2.08)
H (-3.53, -3.82, 0.54)
H (-3.37, -3.34, -1.92)
H (-1.64, -1.76, -2.70)
N (0.81, 0.01, -3.69)
C (0.48, 1.41, -4.08)
C (-0.90, 1.80, -3.55)
C (-0.94, 3.16, -2.85)
C (0.00, 3.27, -1.65)
N (-0.17, 2.12, -0.72)
H (1.76, -0.21, -3.98)
H (0.20, -0.63, -4.20)
H (0.53, 1.54, -5.17)
H (1.26, 2.03, -3.65)
H (-1.27, 1.03, -2.87)
H (-1.63, 1.81, -4.37)
H (-1.96, 3.36, -2.53)
H (-0.68, 3.95, -3.55)
H (-0.19, 4.22, -1.14)
H (1.04, 3.27, -1.95)
H (-1.14, 2.09, -0.39)
H (0.39, 2.28, 0.11)

Properties
E_tot ... -60890.489 eV
HOMO energy (alpha / beta) ... -9.5 / -10.9 eV
Net charge ... +1
Energy relative to the best compared isomer or geometry (same formula, charge and spin) ... 0.000 eV
Multiplicity ... 3
Frontier orbital gap (alpha / beta) ... 0.2387 / 0.2778 Ha



[3]
The following is a quantum chemistry calculation of the molecule C17H23N7O3, from OMol25.

Cartesian coordinates (Å):
C (-5.37, -2.78, -2.32)
C (-4.65, -3.26, -1.07)
N (-3.92, -2.19, -0.41)
C (-2.88, -2.69, 0.47)
C (-2.48, -1.62, 1.50)
N (-2.60, -0.30, 0.93)
C (-1.50, 0.38, 0.59)
N (-0.33, -0.26, 0.68)
C (0.76, 0.31, 0.18)
N (1.89, -0.40, 0.38)
C (3.21, -0.16, 0.00)
C (3.59, 0.93, -0.78)
C (4.93, 1.09, -1.10)
C (5.89, 0.19, -0.68)
C (5.51, -0.90, 0.09)
O (6.35, -1.86, 0.57)
C (7.73, -1.75, 0.27)
C (4.17, -1.07, 0.42)
N (0.78, 1.45, -0.52)
C (-0.34, 2.17, -0.56)
N (-0.30, 3.32, -1.23)
C (-1.53, 1.73, 0.11)
N (-2.52, 2.64, 0.44)
O (-3.20, 2.43, 1.44)
O (-2.66, 3.67, -0.24)
C (-3.93, 0.05, 0.51)
C (-4.76, -1.22, 0.27)
H (-6.21, -2.13, -2.08)
H (-4.67, -2.22, -2.95)
H (-5.74, -3.63, -2.88)
H (-5.37, -3.74, -0.38)
H (-3.91, -4.01, -1.36)
H (-2.02, -2.95, -0.15)
H (-3.20, -3.59, 1.01)
H (-3.14, -1.67, 2.37)
H (-1.45, -1.77, 1.82)
H (1.74, -1.24, 0.92)
H (2.85, 1.63, -1.11)
H (5.23, 1.93, -1.71)
H (6.92, 0.35, -0.96)
H (8.20, -2.61, 0.75)
H (8.15, -0.83, 0.68)
H (7.91, -1.79, -0.81)
H (3.89, -1.92, 1.02)
H (0.60, 3.65, -1.55)
H (-1.11, 3.93, -1.18)
H (-4.42, 0.69, 1.25)
H (-3.86, 0.61, -0.43)
H (-5.60, -0.96, -0.36)
H (-5.16, -1.61, 1.22)

Properties
SMILES ... CCN1CCN(c2nc(Nc3cccc(OC)c3)nc(N)c2[N+](=O)[O-])CC1
E_tot ... -34573.524 eV
HOMO energy ... -8.1 eV
Energy relative to the best compared isomer or geometry (same formula, charge and spin) ... 4.188 eV
Frontier orbital gap ... 0.3032 Ha



[4]
The following is a quantum chemistry calculation of the molecule C17H23NO2, from OMol25.

Cartesian coordinates (Å):
C (0.97, 1.62, 3.91)
C (1.98, 0.58, 3.48)
O (1.39, -0.23, 2.46)
C (2.21, -0.97, 1.71)
O (3.40, -1.01, 1.86)
C (1.43, -1.69, 0.63)
C (2.04, -3.05, 0.30)
C (1.27, -3.66, -0.88)
C (1.26, -2.70, -2.06)
N (0.65, -1.44, -1.66)
C (0.40, -0.54, -2.77)
C (-0.57, 0.55, -2.43)
C (-1.40, 0.50, -1.39)
C (-2.34, 1.54, -0.98)
C (-2.74, 2.57, -1.83)
C (-3.62, 3.54, -1.39)
C (-4.11, 3.50, -0.09)
C (-3.73, 2.48, 0.75)
C (-2.85, 1.51, 0.31)
C (1.45, -0.81, -0.63)
H (1.40, 2.25, 4.69)
H (0.08, 1.14, 4.30)
H (0.69, 2.25, 3.07)
H (2.89, 1.04, 3.08)
H (2.27, -0.07, 4.32)
H (0.40, -1.80, 0.96)
H (1.98, -3.71, 1.17)
H (3.09, -2.92, 0.04)
H (0.24, -3.86, -0.57)
H (1.73, -4.60, -1.18)
H (0.66, -3.13, -2.87)
H (2.29, -2.55, -2.43)
H (1.34, -0.09, -3.15)
H (-0.02, -1.13, -3.60)
H (-0.54, 1.40, -3.09)
H (-1.37, -0.37, -0.75)
H (-2.37, 2.61, -2.84)
H (-3.92, 4.34, -2.05)
H (-4.80, 4.26, 0.25)
H (-4.11, 2.44, 1.76)
H (-2.55, 0.71, 0.98)
H (1.02, 0.17, -0.41)
H (2.50, -0.67, -0.95)

Properties
SMILES ... CCOC(=O)[C@@H]1CCCN(C/C=C/c2ccccc2)C1
E_tot ... -23587.447 eV
HOMO energy ... -8.4 eV
Energy relative to the best compared isomer or geometry (same formula, charge and spin) ... 1.292 eV
Frontier orbital gap ... 0.3390 Ha



[5]
The following is a quantum chemistry calculation of a cluster of 6 separate species, C17H24B3F5O21P2 in total, from OMol25.

Cartesian coordinates (Å):
C (-0.96, 1.89, -1.60)
P (-1.89, 0.33, -1.85)
C (-1.26, -0.21, -3.50)
B (-1.15, -0.87, -0.58)
O (-1.74, -2.10, -0.36)
B (-1.45, -2.74, 0.82)
O (-0.12, -2.73, 1.22)
B (0.60, -1.67, 0.73)
P (2.50, -1.79, 0.44)
O (2.72, -2.84, -0.56)
O (3.01, -0.35, -0.08)
O (3.27, -1.89, 1.83)
O (-0.03, -0.57, 0.22)
H (-1.38, 2.64, -2.27)
H (0.11, 1.83, -1.77)
H (-1.14, 2.23, -0.58)
H (-0.23, 0.09, -3.67)
H (-1.89, 0.24, -4.26)
H (-1.31, -1.29, -3.62)
H (-2.29, -3.23, 1.50)
H (2.48, -0.09, -0.85)
H (4.22, -1.70, 1.78)
O (-3.53, -2.83, -4.88)
C (-2.73, -3.60, -5.29)
O (-1.40, -3.54, -5.07)
C (-0.78, -4.72, -5.59)
C (-1.81, -5.19, -6.60)
F (-1.88, -6.54, -6.68)
O (-3.02, -4.68, -6.07)
H (-0.67, -5.46, -4.80)
H (0.19, -4.48, -6.01)
H (-1.68, -4.79, -7.61)
O (1.01, 5.06, 0.44)
C (1.38, 4.12, 1.05)
O (1.99, 3.03, 0.53)
C (2.43, 2.19, 1.61)
C (1.53, 2.64, 2.75)
F (2.14, 2.61, 3.95)
O (1.24, 3.98, 2.40)
H (3.47, 2.43, 1.85)
H (2.34, 1.16, 1.32)
H (0.59, 2.09, 2.82)
O (-2.63, 0.54, 1.28)
C (-3.25, 1.47, 1.68)
O (-3.14, 2.73, 1.21)
C (-4.18, 3.52, 1.79)
C (-4.52, 2.73, 3.04)
F (-5.84, 2.78, 3.34)
O (-4.17, 1.41, 2.67)
H (-5.04, 3.54, 1.12)
H (-3.81, 4.53, 1.98)
H (-3.95, 3.01, 3.93)
O (2.06, -6.76, -3.70)
C (1.90, -6.80, -2.53)
O (1.12, -5.95, -1.83)
C (1.03, -6.42, -0.48)
C (2.27, -7.27, -0.36)
F (2.09, -8.35, 0.44)
O (2.49, -7.70, -1.69)
H (0.13, -7.03, -0.39)
H (1.00, -5.58, 0.20)
H (3.16, -6.74, -0.02)
O (4.24, 7.08, 6.05)
C (3.27, 7.19, 5.38)
O (2.77, 6.23, 4.57)
C (1.51, 6.67, 4.06)
C (1.61, 8.17, 4.21)
F (0.42, 8.74, 4.53)
O (2.50, 8.31, 5.30)
H (0.70, 6.29, 4.70)
H (1.37, 6.33, 3.04)
H (2.02, 8.70, 3.35)

Properties
SMILES ... CP(C)B1OBOB(P(=O)(O)O)O1.O=C1OC[C@@H](F)O1.O=C1OC[C@@H](F)O1.O=C1OC[C@@H](F)O1.O=C1OC[C@@H](F)O1.O=C1OC[C@@H](F)O1
E_tot ... -95220.133 eV
HOMO energy ... -8.4 eV
Frontier orbital gap ... 0.3075 Ha



[6]
The following is a quantum chemistry calculation of a structure of composition C17H24BMnN8OSe, from OMol25.

Cartesian coordinates (Å):
Mn (-0.07, -0.03, 0.30)
B (0.19, 2.70, 2.49)
N (-0.11, 1.30, 2.98)
C (-0.30, 0.98, 4.28)
C (-0.42, -0.39, 4.40)
C (-0.30, -0.87, 3.10)
N (-0.11, 0.16, 2.25)
N (0.10, 2.86, 0.98)
C (0.18, 4.03, 0.33)
C (0.13, 3.79, -1.04)
C (0.02, 2.41, -1.15)
N (0.01, 1.85, 0.08)
H (-0.52, 3.49, 3.04)
H (1.29, 3.02, 2.87)
H (-0.34, 1.74, 5.04)
H (-0.58, -0.96, 5.30)
H (-0.35, -1.89, 2.76)
H (0.26, 4.97, 0.83)
H (0.16, 4.50, -1.83)
H (-0.05, 1.82, -2.05)
C (3.52, -3.44, 1.40)
N (2.66, -2.74, 0.47)
C (1.59, -3.54, -0.10)
C (2.65, -1.41, 0.29)
O (1.49, -0.85, 0.10)
N (3.76, -0.67, 0.29)
C (5.09, -1.16, 0.00)
C (3.72, 0.78, 0.41)
H (2.89, -3.87, 2.19)
H (4.26, -2.79, 1.86)
H (4.03, -4.27, 0.91)
H (2.03, -4.45, -0.53)
H (1.08, -2.99, -0.88)
H (0.88, -3.88, 0.66)
H (5.11, -2.22, -0.22)
H (5.77, -0.94, 0.82)
H (5.46, -0.62, -0.88)
H (2.70, 1.14, 0.54)
H (4.16, 1.24, -0.47)
H (4.32, 1.08, 1.27)
Se (-3.15, 1.50, 0.81)
N (-2.01, 0.13, 0.22)
C (-2.81, -0.86, -0.24)
C (-2.39, -2.07, -0.82)
C (-3.34, -2.97, -1.25)
C (-4.72, -2.72, -1.09)
C (-5.17, -1.55, -0.54)
C (-4.23, -0.59, -0.11)
N (-4.52, 0.59, 0.41)
H (-1.33, -2.27, -0.96)
H (-3.04, -3.90, -1.71)
H (-5.43, -3.46, -1.42)
H (-6.22, -1.35, -0.42)

Properties
E_tot ... -129300.305 eV
HOMO energy (alpha / beta) ... -17.6 / -17.6 eV
Net charge ... +3
Multiplicity ... 4
Frontier orbital gap (alpha / beta) ... 0.2365 / 0.1481 Ha



[7]
The following is a quantum chemistry calculation of a structure of composition C17H24BiF9GeO3, from OMol25.

Cartesian coordinates (Å):
Bi (0.94, 2.37, 0.14)
C (-0.15, 4.36, 1.15)
C (1.14, 4.88, 0.88)
C (2.08, 4.17, 1.67)
C (1.38, 3.20, 2.45)
C (-0.02, 3.32, 2.14)
H (-1.08, 4.72, 0.75)
H (1.37, 5.67, 0.19)
H (3.14, 4.34, 1.70)
H (1.80, 2.55, 3.19)
H (-0.82, 2.78, 2.61)
F (-1.56, -0.43, -3.44)
C (-1.72, 0.90, -3.72)
F (-1.55, 1.07, -5.03)
F (-2.96, 1.22, -3.37)
C (-0.65, 1.67, -2.91)
O (-0.59, 1.19, -1.61)
C (0.77, 1.51, -3.54)
F (0.94, 2.29, -4.58)
F (1.67, 1.84, -2.60)
F (0.99, 0.25, -3.88)
C (-1.03, 3.17, -2.77)
F (-2.07, 3.30, -1.95)
F (0.00, 3.83, -2.16)
F (-1.28, 3.76, -3.91)
O (1.35, -0.33, 0.61)
O (-0.02, 0.12, 0.64)
C (-1.78, -3.66, -0.53)
C (-3.04, -3.21, 0.18)
C (-2.99, -1.78, 0.72)
C (-2.75, -0.71, -0.37)
Ge (-0.90, -0.55, -0.90)
C (1.54, -1.29, 1.69)
C (2.99, -1.72, 1.66)
C (3.25, -2.72, 2.80)
C (2.45, -4.01, 2.69)
H (-1.81, -4.73, -0.73)
H (-0.89, -3.46, 0.07)
H (-1.66, -3.18, -1.51)
H (-3.24, -3.87, 1.03)
H (-3.89, -3.31, -0.49)
H (-2.23, -1.70, 1.50)
H (-3.94, -1.55, 1.21)
H (-3.01, 0.29, -0.02)
H (-3.34, -0.91, -1.26)
H (0.12, -1.47, -1.51)
H (0.85, -2.11, 1.50)
H (1.27, -0.79, 2.62)
H (3.64, -0.85, 1.76)
H (3.20, -2.19, 0.69)
H (3.05, -2.24, 3.76)
H (4.32, -2.95, 2.79)
H (1.38, -3.85, 2.82)
H (2.75, -4.72, 3.45)
H (2.60, -4.49, 1.72)

Properties
E_tot ... -110956.543 eV
HOMO energy ... -16.5 eV
Net charge ... +2
Energy relative to the best compared isomer or geometry (same formula, charge and spin) ... 0.000 eV
Frontier orbital gap ... 0.3225 Ha



[8]
The following is a quantum chemistry calculation of a structure of composition C17H24BiN4OPS5, from OMol25.

Cartesian coordinates (Å):
Bi (-1.75, 3.10, 0.79)
S (-7.47, 0.43, 4.65)
C (-6.23, 0.98, 3.75)
S (-4.59, 0.40, 3.90)
C (-3.87, 1.47, 2.71)
C (-4.71, 2.32, 2.08)
S (-4.29, 3.54, 0.91)
S (-6.41, 2.22, 2.52)
S (-2.13, 1.31, 2.51)
C (-2.12, 1.63, -0.96)
C (-1.49, 0.34, -0.72)
C (-0.08, 0.12, -1.17)
C (0.25, -1.32, -1.59)
C (-0.45, -2.31, -0.69)
C (-1.54, -1.96, 0.03)
C (-2.11, -0.66, -0.05)
C (-0.13, -3.68, -0.78)
N (0.08, -4.81, -0.85)
H (-3.20, 1.54, -1.02)
H (-1.73, 2.13, -1.84)
H (0.15, 0.80, -2.00)
H (2.06, -0.68, -2.19)
H (-2.05, -2.71, 0.61)
H (-3.10, -0.52, 0.35)
C (2.39, 0.66, 2.33)
N (1.87, -0.18, 1.26)
C (1.25, -1.38, 1.76)
P (1.15, 0.80, 0.09)
O (0.45, 1.97, 0.72)
N (1.71, -1.34, -1.49)
C (-0.25, -1.58, -3.03)
C (2.43, -2.59, -1.68)
N (2.47, 1.41, -0.72)
C (2.44, 2.77, -1.22)
C (3.76, 0.77, -0.78)
H (3.16, 0.10, 2.87)
H (1.61, 0.96, 3.03)
H (2.83, 1.56, 1.90)
H (1.94, -1.85, 2.47)
H (1.09, -2.07, 0.94)
H (0.30, -1.20, 2.27)
H (-1.33, -1.45, -3.07)
H (-0.02, -2.59, -3.34)
H (0.21, -0.88, -3.72)
H (2.18, -3.29, -0.88)
H (3.50, -2.38, -1.63)
H (2.21, -3.08, -2.64)
H (1.44, 3.17, -1.10)
H (2.71, 2.79, -2.28)
H (3.15, 3.41, -0.68)
H (3.67, -0.23, -0.37)
H (4.51, 1.33, -0.20)
H (4.12, 0.71, -1.81)

Properties
E_tot ... -95331.993 eV
HOMO energy ... -7.3 eV
Energy relative to the best compared isomer or geometry (same formula, charge and spin) ... 1.776 eV
Frontier orbital gap ... 0.2446 Ha



[9]
The following is a quantum chemistry calculation of a structure of composition C17H24BrO7Ti, from OMol25.

Cartesian coordinates (Å):
Ti (0.11, -0.36, 0.68)
C (1.60, 1.02, 2.93)
C (0.23, 0.74, 3.49)
O (-0.22, -0.48, 2.89)
C (-1.55, -0.90, 3.25)
C (-2.51, -0.59, 2.11)
O (-2.00, -1.09, 0.87)
C (-2.18, -2.50, 0.64)
C (-1.12, -2.91, -0.35)
O (0.13, -2.58, 0.26)
C (1.29, -2.82, -0.55)
C (2.47, -2.40, 0.30)
O (2.27, -1.06, 0.79)
C (3.09, -0.05, 0.19)
C (2.67, 1.31, 0.79)
O (1.45, 1.22, 1.52)
H (2.26, 0.17, 3.12)
H (2.02, 1.93, 3.38)
H (-0.46, 1.55, 3.22)
H (0.27, 0.63, 4.57)
H (-1.86, -0.39, 4.16)
H (-1.49, -1.97, 3.45)
H (-2.61, 0.48, 1.96)
H (-3.50, -1.01, 2.32)
H (-3.18, -2.67, 0.23)
H (-2.06, -3.06, 1.57)
H (-1.22, -2.35, -1.29)
H (-1.17, -3.98, -0.55)
H (1.22, -2.22, -1.46)
H (1.35, -3.88, -0.80)
H (3.40, -2.46, -0.28)
H (2.56, -3.04, 1.17)
H (2.93, -0.06, -0.89)
H (4.13, -0.27, 0.41)
H (2.50, 2.03, -0.01)
H (3.45, 1.70, 1.45)
Br (-2.95, 5.23, -3.36)
C (-1.89, 3.68, -3.55)
C (-1.44, 3.30, -4.81)
C (-0.65, 2.17, -4.94)
C (-0.32, 1.41, -3.83)
C (-0.79, 1.79, -2.57)
C (-1.57, 2.93, -2.43)
C (-0.44, 0.99, -1.37)
O (-0.89, 1.32, -0.23)
O (0.32, -0.03, -1.48)
H (-1.70, 3.90, -5.67)
H (-0.30, 1.88, -5.92)
H (0.29, 0.52, -3.92)
H (-1.93, 3.22, -1.45)

Properties
E_tot ... -125504.338 eV
HOMO energy (alpha / beta) ... -9.3 / -11.0 eV
Net charge ... +1
Multiplicity ... 3
Frontier orbital gap (alpha / beta) ... 0.2647 / 0.3286 Ha